ORCA calculation (the ωB97M-V functional and the def2-TZVPD basis) on a structure of composition C40H35GeN3O3PdS.

Summary:
- Electronic energy: -123486.5893 eV
- Multiplicity: 2
- Highest occupied orbital energy (alpha / beta): -0.39096 / -0.39095 Ha
- Charge: +1
- Frontier orbital gap (alpha / beta): 0.2629 / 0.2398 hartree
- Maximum force: 0.5 eV/Å
- LUMO energy (alpha / beta): -3.5 / -4.1 eV
- ΔE to the lowest compared entry with this formula, charge and spin: 0.196 eV

Last column: Mulliken spin population.
Element x y z (Å)
Pd: 0.950 0.526 0.880  0.685
C: -6.955 -2.738 1.450  0.000
C: -5.614 -2.067 1.548  0.002
C: -4.479 -2.641 0.986  0.000
C: -3.241 -2.021 1.089  -0.003
C: -3.138 -0.821 1.770  0.015
C: -4.258 -0.230 2.349  0.000
C: -5.484 -0.852 2.224  -0.001
S: -1.600 0.016 1.966  -0.001
O: -1.495 0.372 3.356  0.006
O: -1.553 1.128 1.004  0.058
N: -0.397 -0.929 1.439  0.042
C: 0.137 -1.906 2.318  -0.027
C: -0.613 -2.840 2.984  0.000
C: -0.011 -3.800 3.824  0.002
C: 1.341 -3.829 3.992  0.001
C: 2.143 -2.866 3.341  0.005
C: 3.543 -2.811 3.516  -0.004
C: 4.256 -1.822 2.907  0.007
C: 3.580 -0.882 2.116  -0.011
N: 2.281 -0.911 1.909  0.118
C: 1.540 -1.896 2.511  0.019
H: -6.923 -3.595 0.780  0.000
H: -7.712 -2.044 1.084  0.000
H: -7.284 -3.088 2.430  0.000
H: -4.559 -3.583 0.458  0.000
H: -2.366 -2.470 0.637  -0.001
H: -4.162 0.698 2.896  0.000
H: -6.358 -0.394 2.670  0.000
H: -1.688 -2.853 2.884  0.000
H: -0.643 -4.516 4.331  0.000
H: 1.816 -4.563 4.629  0.000
H: 4.026 -3.550 4.143  0.000
H: 5.327 -1.733 3.024  0.000
H: 4.120 -0.081 1.635  0.006
O: 4.016 0.903 -0.129  0.003
C: 3.972 2.257 -0.484  0.001
C: 2.993 3.045 0.358  0.004
C: 3.276 4.377 0.619  -0.001
C: 2.343 5.170 1.251  0.001
C: 1.129 4.611 1.611  0.000
C: 0.911 3.280 1.336  0.015
N: 1.831 2.486 0.729  -0.012
H: 3.977 0.353 -0.920  -0.001
H: 3.677 2.383 -1.531  0.000
H: 4.960 2.713 -0.373  -0.001
H: 4.230 4.788 0.318  0.000
H: 2.558 6.210 1.457  0.000
H: 0.359 5.189 2.100  0.000
H: -0.038 2.822 1.588  -0.009
C: -1.037 4.900 -2.500  0.008
C: -1.998 3.916 -2.309  -0.004
C: -1.616 2.618 -2.002  0.015
C: -0.269 2.283 -1.882  0.002
C: 0.685 3.282 -2.076  0.011
C: 0.308 4.579 -2.386  -0.004
Ge: 0.263 0.449 -1.506  0.002
C: 1.950 -0.044 -2.355  0.025
C: 2.608 -1.211 -1.946  -0.007
C: 3.769 -1.626 -2.581  -0.004
C: 4.284 -0.888 -3.641  0.002
C: 3.629 0.256 -4.070  -0.001
C: 2.467 0.676 -3.429  0.000
C: -1.046 -0.892 -1.983  0.014
C: -0.633 -1.944 -2.805  0.002
C: -1.558 -2.839 -3.323  -0.002
C: -2.908 -2.689 -3.041  0.004
C: -3.329 -1.647 -2.227  -0.004
C: -2.403 -0.761 -1.695  0.013
H: -1.335 5.912 -2.740  0.001
H: -3.049 4.156 -2.401  0.000
H: -2.382 1.871 -1.854  0.002
H: 1.741 3.057 -1.986  0.003
H: 1.064 5.339 -2.540  0.000
H: 2.211 -1.798 -1.124  0.001
H: 4.267 -2.529 -2.253  0.000
H: 5.188 -1.213 -4.139  0.000
H: 4.014 0.822 -4.908  0.000
H: 1.960 1.563 -3.785  0.001
H: 0.410 -2.073 -3.062  0.001
H: -1.219 -3.646 -3.959  0.000
H: -3.630 -3.380 -3.457  0.000
H: -4.379 -1.524 -1.996  0.000
H: -2.748 0.032 -1.048  0.002



ORCA calculation (the ωB97M-V functional and the def2-TZVPD basis) on the molecule C5H7ClS2.

Summary:
- Electronic energy: -39488.5021 eV
- Multiplicity: 1
- Highest occupied orbital energy: -0.31347 Ha
- SMILES: C=C(Cl)CSC(C)=S
- Frontier orbital gap: 0.3185 hartree
- Maximum force: 4.7 eV/Å
- LUMO energy: 0.1 eV
- ΔE to the lowest compared entry with this formula, charge and spin: 2.581 eV

Last column: natural (NBO) charge in e.
Element x y z (Å)
C: 2.683 -0.866 0.925  -0.373
C: 2.212 -0.314 -0.194  -0.167
Cl: 3.085 0.633 -1.223  0.095
C: 0.803 -0.832 -0.407  -0.586
S: -0.147 0.649 -0.059  0.468
C: -1.670 0.262 -0.352  -0.417
C: -2.595 1.462 0.083  -0.668
S: -2.328 -1.029 -0.994  -0.027
H: 3.863 -0.816 1.322  0.233
H: 1.826 -1.602 1.430  0.215
H: 0.391 -1.243 -1.342  0.271
H: 0.483 -1.610 0.316  0.245
H: -3.543 1.080 0.493  0.245
H: -2.000 2.163 0.818  0.221
H: -3.063 2.062 -0.814  0.245



ORCA calculation (the ωB97M-V functional and the def2-TZVPD basis) on a structure of composition C16H39AsBF10N3O5S2Si3Sn.

Summary:
- Electronic energy: -171750.5822 eV
- Multiplicity: 1
- Highest occupied orbital energy: -0.54161 Ha
- Charge: +2
- Frontier orbital gap: 0.2507 hartree
- Maximum force: 1.3 eV/Å
- LUMO energy: -7.9 eV

Last column: natural (NBO) charge in e.
Element x y z (Å)
Sn: -0.440 0.066 1.159  2.120
F: -2.928 0.349 3.187  -0.303
C: -2.507 0.126 4.443  0.771
F: -2.126 1.262 4.981  -0.268
F: -3.454 -0.444 5.135  -0.260
S: -1.022 -0.974 4.301  2.239
O: -0.223 -0.258 3.234  -1.086
O: -0.380 -1.086 5.550  -0.796
N: -1.583 -2.319 3.699  -1.150
S: -1.351 -2.563 2.182  2.194
O: -2.184 -1.690 1.340  -0.979
O: 0.028 -2.473 1.710  -0.963
C: -1.933 -4.296 1.919  0.799
F: -1.729 -4.558 0.639  -0.287
F: -3.212 -4.366 2.205  -0.268
F: -1.226 -5.104 2.673  -0.266
C: 3.724 1.052 3.858  -0.414
N: 3.005 1.156 2.585  -0.393
C: 2.277 2.409 2.403  -0.422
C: 2.721 0.093 1.825  0.823
O: 1.662 0.072 1.067  -0.903
N: 3.569 -0.936 1.771  -0.390
C: 5.010 -0.807 1.989  -0.414
C: 3.155 -2.238 1.259  -0.418
H: 3.102 1.493 4.637  0.227
H: 4.668 1.594 3.829  0.222
H: 3.906 0.015 4.120  0.224
H: 2.927 3.233 2.689  0.231
H: 1.377 2.441 3.019  0.220
H: 1.992 2.527 1.364  0.234
H: 5.299 0.232 2.100  0.227
H: 5.525 -1.210 1.116  0.224
H: 5.332 -1.370 2.865  0.222
H: 2.083 -2.354 1.335  0.241
H: 3.631 -3.011 1.861  0.228
H: 3.468 -2.368 0.220  0.203
F: 0.101 2.811 0.143  -0.569
B: -1.045 3.040 0.967  1.340
F: -1.326 4.363 1.060  -0.511
F: -0.780 2.387 2.204  -0.543
F: -2.106 2.294 0.379  -0.562
C: 1.048 4.073 -2.271  -1.227
Si: -0.488 3.192 -2.726  2.020
C: -0.289 1.992 -4.128  -1.219
C: -2.138 3.894 -2.388  -1.238
As: -0.673 0.306 -1.375  -0.558
Si: -2.997 -0.539 -1.790  1.567
C: -4.098 0.150 -0.472  -1.148
C: -3.379 0.177 -3.465  -1.149
C: -2.836 -2.387 -1.876  -1.160
Si: 0.804 -1.456 -2.344  1.560
C: 2.451 -0.598 -2.276  -1.155
C: 0.157 -1.582 -4.088  -1.150
C: 0.731 -3.075 -1.443  -1.163
H: 1.420 4.654 -3.121  0.290
H: 1.815 3.356 -1.973  0.275
H: 0.868 4.743 -1.432  0.287
H: -0.710 2.411 -5.050  0.292
H: -0.788 1.048 -3.934  0.250
H: 0.772 1.797 -4.293  0.265
H: -2.267 4.800 -2.991  0.300
H: -2.212 4.181 -1.341  0.303
H: -2.942 3.196 -2.614  0.268
H: -4.127 1.238 -0.493  0.270
H: -3.765 -0.165 0.516  0.254
H: -5.115 -0.229 -0.613  0.272
H: -3.418 1.268 -3.450  0.240
H: -4.371 -0.179 -3.763  0.280
H: -2.676 -0.130 -4.240  0.244
H: -2.222 -2.762 -1.057  0.246
H: -2.410 -2.722 -2.822  0.252
H: -3.825 -2.847 -1.775  0.274
H: 2.458 0.290 -2.911  0.247
H: 3.256 -1.258 -2.613  0.267
H: 2.668 -0.286 -1.252  0.251
H: 0.522 -0.770 -4.717  0.255
H: -0.933 -1.592 -4.134  0.245
H: 0.514 -2.520 -4.524  0.280
H: 0.610 -2.940 -0.369  0.258
H: 1.667 -3.619 -1.606  0.269
H: -0.085 -3.700 -1.809  0.265